Here is a molecular structure, C16H43B5CaF16N4O2 in a non-equilibrium geometry from the Open Molecules 2025 dataset. Energies are from ωB97M-V/def2-TZVPD.

**Spin multiplicity**: 1
**Orbital gap**: 0.227 Ha

Cartesian coordinates (Å):
Ca  -0.375  -5.316  -1.067
B  1.318  -1.774  0.096
H  0.368  -1.562  -0.368
H  1.859  -2.318  -0.662
H  1.869  -0.854  0.214
H  1.196  -2.376  0.984
C  9.144  -1.432  -6.492
C  8.763  -0.103  -7.149
N  7.884  0.570  -6.177
C  8.268  1.362  -5.107
C  7.122  1.744  -4.528
N  6.043  1.155  -5.260
C  6.582  0.262  -6.128
C  4.576  1.378  -4.961
H  9.643  -1.197  -5.553
H  9.978  -1.960  -6.954
H  8.332  -2.120  -6.258
H  8.325  -0.165  -8.145
H  9.635  0.546  -7.239
H  9.312  1.581  -4.937
H  6.905  2.274  -3.613
H  6.015  -0.440  -6.721
H  4.142  2.239  -5.471
H  4.423  1.496  -3.888
H  4.034  0.470  -5.223
C  -5.975  2.577  0.039
N  -7.322  2.681  -0.632
C  -8.009  3.862  -0.017
C  -6.979  2.931  -2.123
C  -8.255  1.368  -0.635
C  -8.611  0.927  0.838
O  -9.578  1.843  1.419
H  -6.239  2.470  1.091
H  -5.251  3.342  -0.241
H  -5.583  1.593  -0.219
H  -9.001  4.100  -0.401
H  -7.477  4.813  -0.054
H  -8.094  3.713  1.059
H  -7.913  2.767  -2.660
H  -6.166  2.299  -2.481
H  -6.726  3.991  -2.113
H  -7.708  0.533  -1.072
H  -9.079  1.474  -1.340
H  -7.755  1.019  1.507
H  -8.921  -0.113  0.944
H  -10.317  1.370  1.807
C  0.272  3.395  7.845
N  1.167  3.313  6.641
C  1.377  1.857  6.265
C  0.559  4.004  5.402
C  2.616  3.889  6.881
C  2.767  5.436  6.710
O  1.933  6.109  7.603
H  -0.661  2.838  7.761
H  0.006  4.450  7.907
H  0.623  2.973  8.787
H  1.781  2.012  5.265
H  0.522  1.199  6.107
H  2.104  1.338  6.891
H  0.265  5.002  5.726
H  -0.374  3.516  5.121
H  1.278  3.999  4.582
H  3.168  3.531  6.011
H  3.085  3.389  7.728
H  2.745  5.783  5.677
H  3.698  5.710  7.207
H  1.755  6.967  7.211
B  2.919  -5.375  -5.643
F  2.128  -4.273  -5.637
F  2.397  -6.226  -4.749
F  2.715  -5.950  -6.919
F  4.163  -4.923  -5.465
B  -4.118  -6.259  -3.989
F  -3.702  -7.141  -2.967
F  -3.369  -5.134  -3.992
F  -3.947  -6.843  -5.235
F  -5.531  -6.000  -3.929
B  -4.171  -4.449  3.081
F  -4.460  -3.623  2.054
F  -3.757  -3.663  4.053
F  -5.387  -4.990  3.442
F  -3.266  -5.408  2.788
B  2.483  -8.699  1.916
F  2.425  -7.405  2.383
F  2.261  -9.572  2.918
F  1.427  -8.833  1.098
F  3.698  -8.968  1.355

***

Here is 11 unconnected molecules or ions with the total composition C16H44N10O23 in a non-equilibrium geometry from the Open Molecules 2025 dataset. Energies are from ωB97M-V/def2-TZVPD.

**SMILES string**: C[N+](=O)[O-].C[N+](=O)[O-].C[N+](=O)[O-].C[N+](=O)[O-].C[N+](=O)[O-].C[N+](=O)[O-].C[N+](=O)[O-].C[N+](=O)[O-].C[N+](=O)[O-].C[N+](=O)[O-].COCCOCCOC
**Spin multiplicity**: 1
**Orbital gap**: 0.346 Ha

Cartesian coordinates (Å):
C  -1.536  -2.330  -2.531
N  -1.067  -3.603  -2.010
O  -1.895  -4.416  -1.723
O  0.126  -3.685  -1.792
H  -0.594  -1.838  -2.899
H  -2.011  -1.806  -1.667
H  -2.332  -2.509  -3.360
C  0.279  2.382  4.829
N  -0.801  1.396  5.170
O  -0.483  0.234  5.060
O  -1.857  1.870  5.420
H  1.192  1.842  4.515
H  0.519  3.127  5.607
H  -0.066  2.941  3.941
C  -3.475  -0.618  3.354
N  -4.035  0.009  2.102
O  -4.410  -0.765  1.229
O  -4.168  1.252  2.079
H  -2.804  -1.481  3.155
H  -4.414  -1.013  3.704
H  -3.033  0.075  4.056
C  -6.428  -2.478  -0.942
N  -6.447  -3.915  -1.103
O  -6.809  -4.408  -2.194
O  -6.023  -4.535  -0.116
H  -6.636  -2.211  0.104
H  -7.121  -1.932  -1.518
H  -5.445  -2.143  -1.223
C  0.994  0.114  0.521
N  -0.477  0.176  0.895
O  -1.273  0.294  -0.016
O  -0.733  -0.014  2.047
H  1.682  0.308  1.358
H  1.119  0.908  -0.193
H  1.122  -0.853  -0.045
C  3.526  1.700  -1.924
N  4.089  3.120  -1.962
O  5.119  3.326  -1.345
O  3.407  3.927  -2.589
H  4.003  1.142  -2.724
H  2.460  1.896  -2.075
H  3.769  1.146  -1.002
C  -1.268  -5.206  1.897
N  0.071  -4.474  2.236
O  0.197  -3.354  1.718
O  0.856  -5.115  2.930
H  -1.071  -5.923  1.083
H  -1.971  -4.424  1.692
H  -1.467  -5.901  2.764
C  -0.966  1.629  -4.690
N  0.207  1.416  -3.754
O  0.476  0.286  -3.469
O  0.863  2.389  -3.405
H  -1.764  1.035  -4.401
H  -0.724  1.310  -5.711
H  -1.207  2.715  -4.714
C  -0.386  4.604  -0.615
N  -0.425  4.241  0.813
O  -0.082  3.117  1.038
O  -0.790  5.023  1.678
H  -1.409  4.902  -0.899
H  -0.047  3.768  -1.239
H  0.297  5.450  -0.732
C  -4.532  1.541  -1.010
N  -3.560  1.231  -2.006
O  -2.640  1.981  -2.192
O  -3.766  0.167  -2.613
H  -5.030  0.630  -0.831
H  -5.192  2.289  -1.400
H  -4.146  1.860  -0.048
C  3.602  3.400  1.612
O  3.387  1.966  1.341
C  4.613  1.338  1.720
C  4.354  -0.162  1.819
O  4.065  -0.629  0.524
C  3.893  -2.020  0.452
C  3.423  -2.306  -1.001
O  4.601  -2.020  -1.794
C  4.271  -1.809  -3.177
H  3.738  3.649  2.680
H  2.668  3.973  1.422
H  4.437  3.766  0.975
H  4.931  1.673  2.718
H  5.444  1.510  0.990
H  3.476  -0.236  2.520
H  5.257  -0.674  2.204
H  3.199  -2.408  1.232
H  4.877  -2.447  0.571
H  2.612  -1.594  -1.360
H  3.094  -3.405  -1.191
H  3.496  -2.564  -3.426
H  5.141  -2.035  -3.842
H  3.864  -0.784  -3.301

***

Here is a molecular structure, C16H44N2O6Y in a non-equilibrium geometry from the Open Molecules 2025 dataset. Energies are from ωB97M-V/def2-TZVPD.

**Total charge**: +1
**Energy relative to the best compared isomer or geometry (same formula, charge and spin)**: 0.00 kJ/mol
**Spin multiplicity**: 1
**Orbital gap**: 0.319 Ha

Cartesian coordinates (Å):
Y  0.113  0.215  0.057
C  2.190  0.986  4.129
C  1.239  -0.150  3.570
C  -0.164  -0.256  4.304
O  1.048  -0.039  2.178
H  2.270  0.843  5.207
H  1.770  1.964  3.895
H  3.195  0.851  3.729
H  1.717  -1.122  3.686
H  -0.040  -0.428  5.373
H  -0.717  -1.102  3.896
H  -0.728  0.669  4.188
C  -0.221  1.199  -4.646
C  -0.761  1.771  -3.315
C  -2.277  1.953  -3.439
O  -0.252  1.225  -2.073
H  -0.320  1.817  -5.538
H  -0.778  0.274  -4.801
H  0.840  0.959  -4.588
H  -0.436  2.810  -3.271
H  -2.589  2.738  -2.751
H  -2.970  1.115  -3.356
H  -2.481  2.248  -4.468
C  -0.605  2.888  2.041
O  -0.719  2.312  0.738
H  0.445  3.079  2.262
H  -1.181  3.813  2.080
H  -1.029  2.269  2.832
H  -0.794  3.099  0.194
C  3.182  2.259  0.552
O  1.917  1.966  -0.066
H  3.568  1.365  1.043
H  3.965  2.619  -0.116
H  2.994  2.903  1.411
H  1.664  2.674  -0.663
C  -3.633  0.784  -0.180
C  -3.098  -0.430  0.639
C  -2.769  -1.580  -0.275
O  -1.599  -1.186  -1.067
C  -1.462  -1.804  -2.328
N  -1.899  -0.095  1.363
H  -3.767  1.664  0.449
H  -4.647  0.649  -0.555
H  -2.966  0.997  -1.015
H  -3.813  -0.817  1.366
H  -3.593  -1.783  -0.959
H  -2.625  -2.463  0.347
H  -0.505  -1.505  -2.757
H  -2.248  -1.457  -2.998
H  -1.575  -2.880  -2.464
H  -1.831  -0.884  1.990
H  -2.122  0.638  2.022
C  3.443  -2.249  -2.015
C  2.118  -1.922  -1.269
C  1.595  -2.767  -0.095
O  0.272  -2.347  0.395
C  -0.107  -3.219  1.400
N  2.165  -0.571  -0.892
H  3.426  -3.164  -2.608
H  4.336  -2.479  -1.434
H  3.714  -1.445  -2.699
H  1.292  -2.012  -1.974
H  2.394  -2.822  0.645
H  1.514  -3.811  -0.397
H  -1.082  -2.883  1.753
H  0.575  -3.167  2.249
H  -0.117  -4.256  1.066
H  2.550  -0.007  -1.636
H  3.007  -0.512  -0.337

***

Calculated E, -92653.1259 -79268.2387 -33609.9843 eV (same order as the records).